Record 1
Formula: C3H10NO3
Source: the OMol25 dataset
Level of theory: the ωB97M-V functional and the def2-TZVPD basis

Last column: Löwdin charge in e.
Cartesian coordinates (Å):
C: -0.76 -1.20 -0.73  -0.462
O: -0.68 -1.00 -2.01  -0.303
C: -0.02 0.26 0.09  -0.360
C: -0.93 1.45 0.03  -0.286
O: -0.35 2.68 0.50  -0.122
N: 0.65 -0.17 1.31  0.001
H: -0.11 -1.99 -0.34  0.050
H: -1.79 -1.04 -0.26  0.084
H: 0.59 0.44 -0.82  0.111
H: -1.26 1.61 -0.99  0.108
H: -1.87 1.42 0.64  0.113
H: 0.47 2.87 0.01  0.074
H: 0.89 0.66 1.85  0.059
H: -0.03 -0.67 1.89  0.070
H: 1.73 -1.68 0.39  -0.012
H: 1.35 -1.77 -1.05  0.001
O: 2.13 -1.88 -0.48  -0.125

Values from the calculation:
Kohn-Sham gap   6.5 eV
Charge   -1
Molecular weight   108.12 Da
LUMO energy   3.743 eV


Record 2
Formula: C25H35N11OPPbS
Source: the OMol25 dataset
Level of theory: the ωB97M-V functional and the def2-TZVPD basis

Last column: Löwdin charge in e.
Cartesian coordinates (Å):
Pb: -0.72 0.66 2.09  1.209
C: 5.42 -1.12 0.71  -0.040
N: 3.98 -0.88 0.60  -0.186
C: 3.26 -1.82 -0.25  -0.036
P: 3.26 0.59 1.00  0.534
O: 1.79 0.45 1.02  -0.402
N: 4.10 1.18 2.25  -0.309
C: 4.20 0.37 3.47  -0.058
C: 4.07 2.63 2.52  -0.056
N: 3.76 1.46 -0.35  -0.186
C: 5.15 1.83 -0.59  -0.038
C: 2.90 1.54 -1.53  -0.041
H: 5.57 -2.14 1.08  0.121
H: 5.88 -0.42 1.38  0.089
H: 5.88 -1.07 -0.28  0.110
H: 3.33 -2.81 0.20  0.113
H: 3.73 -1.86 -1.24  0.114
H: 2.22 -1.53 -0.34  0.074
H: 4.16 -0.70 3.24  0.083
H: 3.40 0.61 4.17  0.098
H: 5.16 0.57 3.95  0.109
H: 3.98 3.20 1.60  0.077
H: 5.01 2.91 3.00  0.109
H: 3.25 2.88 3.19  0.097
H: 5.71 1.86 0.34  0.090
H: 5.17 2.82 -1.06  0.117
H: 5.61 1.12 -1.29  0.111
H: 1.89 1.23 -1.28  0.072
H: 3.30 0.91 -2.33  0.115
H: 2.90 2.57 -1.89  0.088
N: 0.01 2.87 0.93  0.094
C: 0.22 3.94 0.54  -0.093
C: 0.49 5.21 0.00  -0.139
C: -0.30 6.31 0.35  -0.120
N: -0.97 7.20 0.67  0.288
C: 1.61 5.29 -0.86  -0.134
N: 2.56 5.24 -1.50  0.249
C: 0.19 -3.69 1.23  -0.019
C: 0.21 -2.35 1.55  -0.175
N: -0.68 -1.48 1.03  -0.130
C: -1.59 -1.92 0.16  -0.103
C: -1.66 -3.24 -0.26  -0.172
C: -0.76 -4.14 0.32  0.038
C: -2.66 -3.71 -1.23  -0.021
C: -3.01 -3.18 -2.41  -0.010
C: -2.47 -2.00 -3.11  -0.269
C: -3.08 -1.57 -4.29  0.014
C: -2.54 -0.45 -4.91  -0.088
N: -1.49 0.19 -4.42  0.099
C: -0.97 -0.31 -3.31  -0.207
N: -1.39 -1.36 -2.63  0.125
H: 0.89 -4.37 1.68  0.125
H: 0.93 -1.95 2.25  0.100
H: -2.27 -1.18 -0.23  0.063
H: -0.80 -5.19 0.04  0.140
H: -3.15 -4.64 -0.96  0.126
H: -3.77 -3.71 -2.97  0.121
H: -3.92 -2.09 -4.71  0.123
H: -2.97 -0.06 -5.83  0.125
H: -0.09 0.20 -2.92  0.097
S: -2.72 1.44 0.52  0.540
C: -4.18 0.50 0.74  -0.757
N: -4.76 0.02 -0.34  0.046
C: -6.08 -0.63 -0.34  -0.126
C: -6.87 -0.15 0.86  -0.138
C: -6.04 -0.32 2.12  -0.123
N: -4.73 0.33 1.93  0.049
H: -4.31 0.21 -1.23  0.133
H: -5.94 -1.71 -0.32  0.131
H: -6.58 -0.37 -1.27  0.138
H: -7.79 -0.73 0.95  0.137
H: -7.14 0.90 0.74  0.135
H: -5.88 -1.38 2.36  0.134
H: -6.51 0.15 2.98  0.138
H: -4.32 0.82 2.70  0.136

Values from the calculation:
Kohn-Sham gap (spin up / spin down)   4.8 / 5.2 eV
Charge   +3
Molecular weight   775.87 Da
LUMO energy (spin up / spin down)   -11.197 / -10.857 eV


Record 3
Formula: C5H12NO2
Source: the OMol25 dataset
Level of theory: the ωB97M-V functional and the def2-TZVPD basis

Last column: Löwdin charge in e.
Cartesian coordinates (Å):
C: -2.06 0.63 0.66  -0.358
O: -3.03 0.78 -0.08  -0.028
C: -0.66 0.83 0.32  -0.386
C: -0.66 -0.73 0.33  -0.203
C: -1.33 -1.40 -0.96  -0.074
C: 2.72 0.06 -0.56  -0.431
O: 2.30 -0.27 0.69  -0.411
N: 0.28 1.31 1.30  0.026
H: -2.23 0.54 1.73  0.127
H: -0.92 -1.28 1.23  0.119
H: -0.48 1.27 -0.66  0.144
H: -0.80 -2.33 -1.14  0.061
H: 0.40 -0.98 0.13  0.093
H: -2.37 -1.60 -0.71  0.052
H: -1.19 -0.64 -1.72  0.066
H: 1.89 0.41 -1.25  0.041
H: 3.18 -0.78 -1.13  0.038
H: 3.43 0.92 -0.63  0.036
H: 0.27 2.32 1.36  0.048
H: 1.27 0.92 1.08  0.039

Values from the calculation:
Kohn-Sham gap   7.1 eV
Charge   -1
Molecular weight   118.16 Da
LUMO energy   3.921 eV


Record 4
Formula: C40H39GdO2P2
Source: the OMol25 dataset
Level of theory: the ωB97M-V functional and the def2-TZVPD basis

Last column: Löwdin spin population.
Cartesian coordinates (Å):
Gd: 0.47 0.05 -0.17  6.836
P: -0.21 -2.66 -0.25  0.024
C: -0.25 0.10 2.46  -0.013
O: -0.44 0.06 3.61  0.000
P: 0.16 2.73 -0.31  0.060
C: -0.10 -3.43 1.40  0.006
C: 1.14 -3.37 -1.25  0.004
C: -1.81 -3.11 -1.00  0.005
C: -1.48 3.45 -0.50  0.013
C: 1.00 3.32 1.19  0.007
C: 1.26 3.13 -1.72  0.006
C: -1.16 -4.16 1.95  0.003
C: -1.02 -4.75 3.21  0.000
C: 0.17 -4.62 3.92  0.004
C: 1.22 -3.85 3.39  0.000
C: 1.08 -3.26 2.14  0.003
H: -2.09 -4.27 1.40  0.000
H: -1.84 -5.34 3.63  0.000
H: 0.30 -5.10 4.88  0.000
H: 2.15 -3.72 3.96  0.000
H: 1.91 -2.68 1.72  0.000
C: -3.00 -2.53 -0.48  0.002
C: -4.23 -2.87 -1.04  0.000
C: -4.29 -3.77 -2.10  0.003
C: -3.11 -4.30 -2.66  0.000
C: -1.88 -3.95 -2.12  0.002
H: -2.94 -1.83 0.35  0.000
H: -5.14 -2.43 -0.63  0.000
H: -5.25 -4.06 -2.51  0.000
H: -3.17 -4.98 -3.51  0.000
H: -0.95 -4.33 -2.56  0.000
C: 1.65 -4.64 -0.96  0.002
C: 2.66 -5.19 -1.76  0.000
C: 3.17 -4.45 -2.83  0.001
C: 2.71 -3.15 -3.08  0.000
C: 1.70 -2.61 -2.30  0.000
H: 1.26 -5.20 -0.11  0.000
H: 3.05 -6.19 -1.55  0.000
H: 3.95 -4.87 -3.46  0.000
H: 3.12 -2.55 -3.90  0.000
H: 1.32 -1.61 -2.53  -0.001
C: 2.40 3.47 1.22  0.006
C: 3.01 4.05 2.32  0.000
C: 2.24 4.42 3.43  0.008
C: 0.87 4.16 3.45  -0.001
C: 0.25 3.60 2.34  0.006
H: 2.99 3.17 0.34  0.000
H: 4.09 4.24 2.30  0.000
H: 2.72 4.90 4.28  0.000
H: 0.28 4.42 4.33  0.000
H: -0.83 3.39 2.35  0.000
C: -2.63 2.77 -0.05  0.003
C: -3.89 3.35 -0.21  0.000
C: -4.00 4.62 -0.79  0.001
C: -2.87 5.30 -1.24  0.001
C: -1.61 4.71 -1.11  0.004
H: -2.54 1.79 0.43  0.001
H: -4.78 2.81 0.12  0.000
H: -4.98 5.08 -0.89  0.000
H: -2.96 6.29 -1.69  0.000
H: -0.74 5.23 -1.50  0.000
C: 1.74 4.44 -1.84  0.003
C: 2.52 4.80 -2.95  0.001
C: 2.85 3.83 -3.90  0.000
C: 2.44 2.51 -3.74  0.000
C: 1.63 2.15 -2.67  -0.002
H: 1.53 5.19 -1.07  0.000
H: 2.86 5.83 -3.07  0.000
H: 3.46 4.10 -4.76  0.000
H: 2.73 1.73 -4.45  0.000
H: 1.28 1.11 -2.59  -0.002
H: -1.75 -0.04 -0.92  -0.009
H: -1.29 -0.13 -1.57  -0.009
C: 4.79 0.01 0.10  0.005
C: 3.55 -0.53 0.75  0.003
C: 3.30 -0.07 2.16  0.000
O: 2.51 -0.06 -0.10  0.014
H: 4.81 1.09 0.12  0.000
H: 4.82 -0.29 -0.95  0.000
H: 5.66 -0.40 0.61  0.001
H: 3.55 -1.62 0.68  0.000
H: 3.24 1.02 2.21  0.000
H: 2.36 -0.45 2.57  0.000
H: 4.10 -0.43 2.81  0.000

Values from the calculation:
Kohn-Sham gap (spin up / spin down)   7.1 / 5.2 eV
Charge   +2
2S+1   8
Molecular weight   770.95 Da
LUMO energy (spin up / spin down)   -6.534 / -8.076 eV
⟨S²⟩   16.059


Record 5
Formula: C24H49IN3O27S6
Source: the OMol25 dataset
Level of theory: the ωB97M-V functional and the def2-TZVPD basis

Last column: Löwdin charge in e.
Cartesian coordinates (Å):
C: 7.90 -2.69 2.79  -0.107
C: 6.52 -2.28 2.18  -0.270
C: 6.76 -1.68 0.75  -0.193
C: 6.73 -0.11 0.72  -0.178
O: 5.63 0.43 1.48  -0.116
C: 4.68 1.01 0.64  -0.381
N: 3.45 1.41 1.38  0.114
C: 2.45 1.42 0.40  -0.351
N: 1.27 1.90 0.49  0.213
C: 0.79 2.57 1.73  -0.146
O: -0.25 1.79 2.26  -0.104
C: -0.14 1.62 3.68  -0.130
C: 0.64 0.31 4.08  -0.203
O: -0.16 -0.51 4.90  -0.143
C: 0.25 -1.88 4.89  -0.238
C: 1.81 -2.09 4.99  -0.080
N: 2.92 0.81 -0.82  0.041
C: 3.98 -0.05 -0.29  -0.576
I: 3.09 -1.58 0.97  1.084
H: 8.49 -1.79 3.07  0.077
H: 8.42 -3.32 2.05  0.072
H: 7.75 -3.27 3.73  0.074
H: 5.87 -3.17 2.05  0.091
H: 6.06 -1.57 2.89  0.097
H: 5.99 -2.11 0.08  0.071
H: 7.74 -1.97 0.33  0.119
H: 6.71 0.21 -0.34  0.126
H: 7.69 0.26 1.12  0.134
H: 5.01 1.95 0.14  0.168
H: 3.56 2.31 1.85  0.136
H: 0.65 1.81 -0.32  0.174
H: 0.40 3.58 1.47  0.158
H: 1.61 2.70 2.45  0.129
H: -1.16 1.53 4.12  0.140
H: 0.33 2.50 4.18  0.130
H: 1.54 0.66 4.63  0.126
H: 0.93 -0.17 3.11  0.101
H: -0.22 -2.47 5.69  0.121
H: -0.07 -2.33 3.93  0.119
H: 2.05 -3.08 5.43  0.082
H: 2.32 -1.27 5.51  0.078
H: 2.20 -2.11 3.95  0.010
H: 3.42 1.47 -1.43  0.153
H: 4.62 -0.64 -0.97  0.091
C: -1.99 1.02 -1.79  -0.176
C: -3.07 1.15 -2.85  -0.157
O: -2.69 2.31 -3.61  -0.268
S: -1.09 2.43 -3.64  0.615
O: -0.62 1.86 -4.85  -0.210
O: -0.72 3.73 -3.20  -0.222
O: -0.77 1.38 -2.45  -0.225
H: -2.16 1.72 -0.97  0.136
H: -1.93 0.01 -1.39  0.105
H: -4.06 1.28 -2.42  0.140
H: -3.07 0.29 -3.52  0.142
C: -6.19 -3.50 -1.54  -0.158
C: -6.44 -2.17 -2.22  -0.161
O: -6.08 -1.19 -1.25  -0.186
S: -4.88 -1.76 -0.34  0.635
O: -3.65 -1.25 -0.86  -0.238
O: -5.24 -1.63 1.01  -0.223
O: -5.00 -3.30 -0.78  -0.170
H: -7.00 -3.75 -0.85  0.130
H: -6.06 -4.31 -2.25  0.138
H: -7.48 -2.04 -2.52  0.140
H: -5.79 -2.04 -3.09  0.130
C: 5.82 6.25 1.89  -0.155
C: 5.81 4.81 1.41  -0.183
O: 5.92 4.03 2.61  -0.203
S: 5.18 4.80 3.82  0.618
O: 3.87 4.26 3.96  -0.239
O: 6.08 4.90 4.90  -0.186
O: 5.06 6.24 3.11  -0.176
H: 6.83 6.58 2.12  0.141
H: 5.37 6.93 1.17  0.141
H: 6.63 4.59 0.73  0.139
H: 4.85 4.56 0.93  0.119
C: -9.78 -1.73 3.73  -0.167
C: -9.05 -0.41 3.57  -0.166
O: -7.68 -0.76 3.40  -0.179
S: -7.58 -2.17 2.64  0.630
O: -7.35 -1.92 1.26  -0.253
O: -6.75 -3.04 3.39  -0.199
O: -9.12 -2.62 2.82  -0.185
H: -9.66 -2.12 4.74  0.135
H: -10.83 -1.65 3.48  0.136
H: -9.18 0.24 4.43  0.137
H: -9.38 0.12 2.67  0.133
C: -5.41 0.83 -7.29  -0.166
C: -5.68 2.16 -7.95  -0.165
O: -5.31 3.14 -6.97  -0.178
S: -4.09 2.56 -6.08  0.637
O: -2.87 3.08 -6.60  -0.194
O: -4.43 2.66 -4.71  -0.218
O: -4.21 1.02 -6.53  -0.187
H: -6.22 0.56 -6.59  0.132
H: -5.29 0.02 -8.01  0.137
H: -6.72 2.29 -8.24  0.138
H: -5.04 2.31 -8.83  0.136
C: 2.50 -2.78 -3.08  -0.185
C: 1.26 -3.64 -3.19  -0.166
O: 1.70 -4.83 -3.84  -0.182
S: 3.23 -5.14 -3.41  0.614
O: 3.22 -6.08 -2.35  -0.211
O: 3.99 -5.32 -4.58  -0.206
O: 3.56 -3.69 -2.78  -0.207
H: 2.73 -2.29 -4.03  0.136
H: 2.42 -2.03 -2.29  0.094
H: 0.47 -3.16 -3.77  0.137
H: 0.88 -3.91 -2.20  0.135

Values from the calculation:
Kohn-Sham gap   8.7 eV
Charge   +1
Molecular weight   1130.96 Da
LUMO energy   -3.059 eV


Record 6
Formula: C23H14Cl6HfNO4P
Source: the OMol25 dataset
Level of theory: the ωB97M-V functional and the def2-TZVPD basis

Last column: Löwdin charge in e.
Cartesian coordinates (Å):
Hf: 11.54 11.72 9.17  1.764
O: 9.75 11.30 10.21  -0.094
C: 10.50 10.37 10.79  -0.533
O: 11.77 10.69 10.98  -0.064
C: 9.96 9.08 11.08  -0.167
C: 9.71 8.50 12.33  0.032
C: 9.15 7.23 12.32  -0.028
C: 8.81 6.57 11.12  -0.001
C: 9.23 7.18 9.94  -0.068
C: 9.73 8.44 9.87  -0.330
P: 10.37 9.14 8.35  1.107
C: 8.72 9.23 7.48  -0.318
C: 8.51 8.69 6.21  -0.076
C: 7.30 8.91 5.53  -0.053
C: 6.26 9.61 6.11  -0.041
C: 6.44 10.06 7.44  -0.045
C: 7.68 9.95 8.06  -0.096
C: 11.50 7.94 7.62  -0.398
C: 11.70 7.97 6.25  -0.123
C: 12.55 7.04 5.60  -0.025
C: 13.19 6.03 6.38  -0.037
C: 13.13 6.15 7.76  -0.073
C: 12.21 7.01 8.36  -0.094
H: 9.92 8.96 13.30  0.142
H: 8.99 6.70 13.28  0.137
H: 8.29 5.60 11.08  0.140
H: 9.17 6.64 9.00  0.132
H: 9.28 8.12 5.77  0.071
H: 7.19 8.40 4.56  0.125
H: 5.36 9.89 5.55  0.123
H: 5.63 10.56 8.00  0.125
H: 7.85 10.46 8.98  0.085
H: 11.24 8.78 5.67  0.107
H: 12.68 7.03 4.52  0.115
H: 13.80 5.28 5.89  0.115
H: 13.74 5.50 8.44  0.134
H: 12.12 7.03 9.48  0.131
Cl: 8.99 14.68 6.49  0.632
C: 10.52 15.03 7.47  -1.442
Cl: 10.28 16.41 8.60  0.667
Cl: 11.79 15.49 6.36  0.690
C: 10.96 13.76 8.20  -0.727
O: 11.51 13.82 9.33  -0.040
O: 10.67 12.68 7.55  -0.128
Cl: 16.31 12.94 8.42  0.716
C: 15.90 11.42 7.64  -1.576
Cl: 15.89 11.52 5.83  0.665
Cl: 16.96 10.09 8.10  0.690
C: 14.47 11.09 7.99  -0.168
N: 13.33 11.17 8.23  0.100

Values from the calculation:
Kohn-Sham gap   6.4 eV
Charge   +2
Molecular weight   790.55 Da
LUMO energy   -7.940 eV